[1]
Here is a structure of composition C24H37N5OSSi2V from the OMol25 dataset. Energies are from the ωB97M-V functional and the def2-TZVPD basis.

As for the relative energy (zero: lowest compared OMol25 entry of this formula, charge and spin): 25.7 kcal per mole. The value obtained for the LUMO energy (alpha / beta) is 2.60 / 2.60 eV. For the max |F|, the calculation gives 4.18 eV/Å. As for the HOMO-LUMO gap (alpha / beta): 6.5 / 6.4 eV. As for the net charge: -1. For the molecular weight, the calculation gives 550.8 g mol⁻¹. The spin multiplicity is 3. As for the energy: -3207.0075 a.u.

CARTESIAN COORDINATES (ANGSTROEM)
V: -0.2602 1.5075 -0.9037
S: -1.7106 2.7572 -3.1169
Si: -0.2786 1.4387 1.5174
Si: -2.4140 0.3278 -0.6540
O: 1.4056 0.9599 -1.2457
N: 1.7612 -3.0207 -0.7467
N: -0.0188 3.3305 -0.8627
N: 0.1825 -1.3051 -0.3929
N: -3.0907 4.6589 -1.8714
N: -1.1144 4.1475 -0.8755
C: 0.6436 -1.9104 -2.6483
C: 3.7429 1.1364 -1.2047
C: 1.1784 -3.8359 1.5714
C: 2.1303 -4.1361 -1.5994
C: -1.7727 -0.1478 3.4610
C: -3.7374 -1.4278 2.9632
C: -2.8054 -0.9724 3.8873
C: -1.6493 0.2383 2.1240
C: 1.0611 -5.2304 -1.6967
C: 2.3832 3.0779 -0.6412
C: 4.8945 1.8444 -0.9433
C: 0.8409 -2.0749 -1.1618
C: 3.5803 3.7568 -0.3620
C: 1.1553 3.8341 -0.6353
C: 2.1347 -3.0647 0.6542
C: 4.8155 3.1649 -0.4977
C: 1.3270 0.8536 2.4218
C: -3.6181 -1.0594 1.6296
C: -2.5844 -0.2317 1.1869
C: -4.0489 1.3446 -0.8470
C: 2.4644 1.6988 -1.0273
C: -0.6757 3.0994 2.4032
C: -1.9504 3.8855 -1.8442
C: -2.8482 -1.2641 -1.6530
H: 0.1560 -3.4745 1.4572
H: -4.9353 0.7472 -0.6093
H: 0.1044 -2.7551 -3.0801
H: 1.1904 -4.9040 1.3524
H: -1.0472 0.2042 4.1916
H: -4.0452 2.2130 -0.1815
H: 1.3524 -5.9852 -2.4305
H: 3.0522 -4.5669 -1.2044
H: 0.3122 -1.4368 0.6050
H: 0.0546 -1.0104 -2.7961
H: 2.3557 -3.7670 -2.6007
H: -1.5345 3.5890 1.9390
H: 0.1755 3.7839 2.3299
H: -0.8995 2.9448 3.4632
H: 1.4619 1.3672 3.3778
H: 2.2112 1.0529 1.8091
H: 3.1321 -3.5055 0.7210
H: 3.5203 4.7897 -0.0357
H: 5.7172 3.7214 -0.2761
H: -2.8882 -1.2556 4.9313
H: -3.3359 5.0629 -0.9789
H: 5.8600 1.3722 -1.0785
H: -2.1948 -2.0871 -1.3557
H: 1.2213 4.9101 -0.4907
H: 3.7832 0.1079 -1.5446
H: -4.1469 1.7016 -1.8747
H: -2.7202 -1.0946 -2.7268
H: -3.8859 -1.5665 -1.4872
H: -3.8525 4.2242 -2.3629
H: 1.2952 -0.2225 2.6225
H: -4.3533 -1.4242 0.9164
H: 1.4774 -3.6979 2.6119
H: 2.2155 -2.0344 1.0091
H: 0.1059 -4.8017 -1.9999
H: 0.9183 -5.7204 -0.7344
H: -4.5555 -2.0631 3.2871
H: 1.5983 -1.8006 -3.1646



[2]
Here is a cluster of 7 separate species, C28H52O16S5 in total from the OMol25 dataset. Energies are from the ωB97M-V functional and the def2-TZVPD basis.

As for the relative energy (zero: lowest compared OMol25 entry of this formula, charge and spin): 33.6 kcal per mole. The value obtained for the LUMO energy is 0.04 eV. For the max |F|, the calculation gives 12.97 eV/Å. As for the HOMO-LUMO gap: 10.0 eV. As for the net charge: 0. For the molecular weight, the calculation gives 805.0 g mol⁻¹. The SMILES is C[C@H]1COC(=O)O1.C[C@H]1COC(=O)O1.O=S1(=O)CCCC1.O=S1(=O)CCCC1.O=S1(=O)CCCC1.O=S1(=O)CCCC1.O=S1(=O)CCCC1. As for the energy: -4292.3541 a.u.

CARTESIAN COORDINATES (ANGSTROEM)
S: 3.0932 0.9458 1.3292
S: -0.4198 -3.8442 3.4482
S: 6.2282 -5.7842 -1.4798
S: -4.7788 1.3328 4.9322
S: -0.4658 3.0858 -6.1838
O: 0.1102 -3.0892 2.3132
O: -1.9968 4.4628 0.8622
O: -2.0148 0.4578 -1.1898
O: -1.6108 -3.4292 4.2082
O: -2.3378 6.7508 1.2032
O: -5.6828 2.3828 4.8582
O: 6.2712 -6.3462 -2.7998
O: -1.4708 1.0068 -3.2978
O: 7.4362 -5.7212 -0.7038
O: 0.3982 2.4308 -7.0398
O: -4.4488 0.6468 6.2172
O: -0.5058 -0.6872 -2.3598
O: 3.1102 0.9028 -0.1108
O: 2.9142 -0.2632 2.0672
O: -0.1798 3.4358 -4.7968
O: -2.3138 5.6628 -0.8678
C: -1.3698 0.3578 -2.3238
C: -0.6538 -1.3742 -1.1648
C: -0.6748 -5.5852 2.9682
C: 3.8092 -5.4102 -0.4668
C: -2.1948 4.9218 -6.8818
C: -1.5088 -0.5162 -0.3568
C: -0.7198 4.7298 -6.8888
C: 4.5002 1.8768 1.8312
C: 0.6062 -6.2462 3.5992
C: 5.6702 -4.1342 -1.7178
C: -2.8138 3.5528 -7.1308
C: -3.3458 1.9938 4.2062
C: -5.1168 0.1268 3.7162
C: -3.1648 1.2938 2.8772
C: -2.1968 3.5588 -0.1528
C: 4.0152 3.3148 1.7252
C: -2.1978 5.7058 0.5322
C: 0.8472 -1.6652 -0.6768
C: -4.5488 0.7068 2.4302
C: 0.8232 -4.0882 4.6702
C: -2.9288 4.4058 -1.2318
C: 1.8442 2.0918 1.8952
C: 2.5702 3.3388 2.2152
C: 4.8732 -6.4412 -0.4468
C: 4.5262 -3.9582 -0.6828
C: 0.8892 -5.6272 4.9562
C: -2.1218 2.5858 -6.1448
C: -2.5358 4.0678 -2.5958
H: -2.9098 3.1418 -2.9498
H: 5.3102 1.5078 1.2192
H: -1.1818 -2.3192 -1.3768
H: 1.8582 -3.4792 4.3672
H: -1.4428 3.9128 -2.6328
H: -3.8448 3.5498 -7.0258
H: -0.2278 5.3098 -6.3298
H: -4.6018 -0.8782 3.9242
H: -0.9798 -0.0312 0.4222
H: -2.3438 1.6268 4.7912
H: -3.9138 4.0778 -1.0558
H: -2.5708 5.6738 -7.6788
H: 1.3172 -0.8072 -0.3678
H: 0.6142 -2.4102 0.3452
H: 2.7482 3.4938 3.3582
H: 5.2962 -3.9422 -2.7488
H: 4.6332 -7.3892 -0.8048
H: -2.4058 2.7088 -5.1228
H: -1.0398 -5.5812 1.8312
H: 0.1632 -5.9872 5.6492
H: 1.3682 1.7088 2.7042
H: -4.4318 0.1868 1.3892
H: 0.3562 -7.1162 3.6292
H: -2.4668 0.4708 2.8102
H: 4.9672 -3.6312 0.3122
H: -2.6458 3.3478 -8.3128
H: 4.7592 1.6098 2.6912
H: -1.4418 -5.8622 3.4232
H: -2.2178 1.6458 -6.4468
H: 6.5362 -3.4982 -1.5548
H: 1.1692 2.1678 1.1712
H: 3.9772 3.4818 0.7872
H: 5.3072 -6.6012 0.4482
H: -0.3728 4.6398 -7.8028
H: 4.8172 4.0318 2.2972
H: -2.6828 4.8708 -3.2778
H: -1.2548 3.1078 -0.5588
H: 0.7592 -3.5932 5.6022
H: -2.5958 5.3048 -5.8978
H: -2.8918 2.6658 0.0862
H: -5.4948 1.3198 2.3282
H: 3.3412 -5.4852 0.4902
H: -3.5278 2.9808 4.0662
H: 1.4082 -6.1732 2.7582
H: -3.0768 1.9988 2.0812
H: -2.1178 -1.0192 0.1882
H: -6.1878 -0.2472 3.6452
H: 1.4482 -1.9452 -1.3208
H: 1.9092 4.2568 1.6622
H: 2.9502 -5.6082 -1.1398
H: 1.8382 -5.9022 5.2922
H: 3.7992 -3.2102 -0.7318



[3]
Here is a cluster of 13 separate species, C24H51BF4N7O5 in total from the OMol25 dataset. Energies are from the ωB97M-V functional and the def2-TZVPD basis.

As for the relative energy (zero: lowest compared OMol25 entry of this formula, charge and spin): 46.5 kcal per mole. The value obtained for the LUMO energy is 2.19 eV. For the max |F|, the calculation gives 18.81 eV/Å. As for the HOMO-LUMO gap: 9.6 eV. As for the net charge: -1. For the molecular weight, the calculation gives 604.5 g mol⁻¹. As for the energy: -2128.7737 a.u.

CARTESIAN COORDINATES (ANGSTROEM)
F: 1.2113 0.2513 -0.7186
F: -0.0288 1.0543 0.9661
F: -1.1467 -0.1411 -0.7280
F: 0.2848 -1.2040 0.8820
O: 2.7600 2.1441 -1.4135
O: -2.8886 -1.7746 0.6907
O: 0.0711 3.7208 1.1316
O: 0.3505 -4.3001 0.8917
O: -3.3677 1.8652 -0.9153
N: 2.2393 0.7994 -5.1646
N: 4.8740 1.7753 3.0269
N: -3.4494 2.3644 4.2767
N: -1.3989 4.7514 -3.6496
N: 1.6139 -2.7899 4.2035
N: -1.9297 -0.9834 -3.5089
N: 3.3314 -3.5436 -1.7627
C: -0.7186 -6.3982 0.1053
C: -3.8845 -3.0769 -1.0915
C: 2.5506 0.8172 3.3228
C: -0.9582 -1.5746 -3.3215
C: 0.4521 -2.9606 4.0039
C: -2.5724 1.6537 4.0080
C: 3.3298 2.1373 -0.0932
C: -0.5689 4.2706 -0.0755
C: -1.0776 3.6673 -3.5010
C: -4.3472 3.4246 0.4240
C: -1.0081 -3.1585 3.6980
C: -0.4042 -4.8544 -0.1237
C: 2.9377 0.4092 -4.3036
C: -3.4181 2.1479 0.4767
C: 3.8811 1.4583 3.1106
C: 3.8231 -0.1791 -3.0842
C: -3.9431 -1.8847 -0.2782
C: 0.3164 -2.3350 -3.0841
C: -1.5846 0.5550 3.6232
C: 0.3252 5.3057 -0.7030
C: -0.6859 2.1824 -3.3935
C: 3.2695 -2.3774 0.6789
C: 3.3142 -3.0564 -0.7294
C: 4.3023 3.2335 -0.0765
B: 0.0168 -0.0793 0.0744
H: -1.4632 -2.9158 4.4791
H: 4.9220 3.1624 0.8792
H: -1.1769 -4.0325 -0.1342
H: 3.7958 4.0655 -0.2190
H: -1.1471 -4.1756 3.6241
H: -2.1186 -1.3985 0.2904
H: 2.4722 2.1827 0.6121
H: -2.3806 2.5282 0.8282
H: 0.7224 5.8306 0.1467
H: 2.8193 -2.9595 1.4987
H: -1.3074 -6.5903 0.8222
H: 4.1095 -1.1330 -3.4836
H: 0.0942 2.7812 1.1323
H: -4.8208 -3.3405 -1.6145
H: 0.1870 -7.0667 0.3702
H: 1.1597 4.8986 -1.0210
H: 4.7945 0.3959 -2.9981
H: 0.3921 2.1086 -3.0823
H: 0.9151 -1.9314 -3.7453
H: -1.3755 1.7147 -2.5802
H: -0.9104 3.5520 -0.9436
H: 1.8195 1.5449 -1.3177
H: 5.0807 3.0368 -0.7458
H: 0.0842 -4.8921 -1.1279
H: -4.2118 4.0774 -0.4770
H: -1.5671 -0.0640 4.6313
H: 2.6704 -1.5024 0.6957
H: -3.6892 1.2177 1.1953
H: -3.6578 -3.8386 -0.4073
H: 0.4161 -3.3335 0.7480
H: 2.1806 0.7271 4.2486
H: -1.4622 4.8202 0.1474
H: 4.3233 -1.9125 0.9507
H: -5.4804 3.2396 0.6311
H: -1.8901 -0.3144 2.9102
H: -2.6098 1.1673 -1.0596
H: 2.0276 1.6363 2.8037
H: 2.4118 -0.1881 2.8364
H: -4.8346 -1.4931 -0.1158
H: 3.9953 1.1889 -0.0771
H: 0.8365 -1.8401 -2.1916
H: -3.1032 -3.2119 -1.8544
H: -1.2980 -2.7524 2.6073
H: -3.6700 -0.8799 -0.8964
H: -4.1742 3.8402 1.3853
H: -0.6610 1.0095 3.4177
H: -0.1861 6.1698 -1.2614
H: -1.2063 -6.6830 -0.8671
H: -0.7669 1.7400 -4.4444
H: 0.0729 -3.3525 -2.8703
H: 2.9924 -0.1510 -2.2312



[4]
Here is a structure of composition C10H8IrN3O6 from the OMol25 dataset. Energies are from the ωB97M-V functional and the def2-TZVPD basis.

As for the relative energy (zero: lowest compared OMol25 entry of this formula, charge and spin): 36.8 kcal per mole. The value obtained for the LUMO energy (alpha / beta) is -8.30 / -10.47 eV. For the max |F|, the calculation gives 5.52 eV/Å. As for the HOMO-LUMO gap (alpha / beta): 4.5 / 6.8 eV. As for the net charge: +2. For the molecular weight, the calculation gives 458.4 g mol⁻¹. The spin multiplicity is 5. As for the energy: -1105.0727 a.u.

CARTESIAN COORDINATES (ANGSTROEM)
Ir: 1.0501 1.2284 -1.7427
O: 0.2497 3.9309 -0.4425
O: -1.5195 0.5629 -3.3565
O: 2.3499 2.6840 -4.1605
O: -1.1048 -0.9418 -1.0264
O: 0.5290 -4.8198 -0.7689
O: 3.1662 -1.0087 -1.4606
N: -1.5852 -0.7129 1.2062
N: 1.7624 1.5709 1.4901
N: 0.1856 0.4874 0.2071
C: 0.5634 2.9228 -0.9164
C: 0.5579 -3.6826 -0.9420
C: -2.7454 -1.5992 1.0651
C: -0.1065 0.5104 2.5780
C: -0.5913 0.7103 -2.6841
C: -0.8368 -0.4132 0.0853
C: -1.2237 -0.2571 2.4412
C: 0.6253 0.8387 1.4180
C: 2.3505 -0.1930 -1.5671
C: 1.8790 2.1254 -3.2634
H: -2.9577 -1.7400 0.0048
H: -3.6094 -1.1513 1.5694
H: 2.1631 1.7710 2.3966
H: -2.5375 -2.5698 1.5346
H: 0.2331 0.8706 3.5413
H: 2.3709 1.6712 0.6842
H: 0.6599 -2.2384 -1.1484
H: -1.8782 -0.5571 3.2576



> Which of these has the highest max |F|?

C24H51BF4N7O5



> energy of number 4 (C10H8IrN3O6)?

-1105.0727 a.u.